Formula: C3H14N2O3
Source: the OMol25 dataset
Level of theory: ωB97M-V/def2-TZVPD

Strongest force on any atom ... 1.376 eV Å⁻¹
Energy relative to the best compared isomer or geometry (same formula, charge and spin) ... 65.93 kJ/mol
SMILES ... NCCNCO.O.O
LUMO ... 0.0212 Ha
Electronic energy ... -457.91400 Eh
Charge ... 0
Highest occupied orbital energy ... -9.118 eV

Positions of all 22 atoms, in Å:
C  1.10  0.09  -1.09
N  0.50  -0.63  0.01
C  1.40  -1.50  0.68
O  0.86  -1.97  1.89
C  0.24  1.12  -1.79
N  -0.38  2.15  -0.96
H  1.42  -0.63  -1.85
H  2.04  0.56  -0.74
H  -0.08  -0.11  0.65
H  1.74  -2.33  0.06
H  2.37  -1.02  0.92
H  0.02  -2.39  1.70
H  0.83  1.63  -2.54
H  -0.57  0.64  -2.32
H  -0.85  1.74  -0.16
H  0.34  2.75  -0.56
H  -2.76  -0.19  -0.48
H  -1.63  -1.22  -0.10
O  -2.57  -1.03  -0.06
H  -0.72  0.95  2.70
H  -2.00  0.36  2.08
O  -1.31  1.03  1.95